No. 1
ORCA calculation (ωB97M-V/def2-TZVPD) on a structure of composition C29H46InN5O2SSi2Te.

```
87
Properties=species:S:1:pos:R:3
In -1.541 -0.990 0.264
C -0.627 -3.517 -2.092
N 0.101 -2.354 -1.546
C 0.452 -1.453 -2.649
C 0.629 -0.006 -2.261
C 1.528 0.804 -2.939
C 1.560 2.159 -2.649
C 0.692 2.662 -1.691
C -0.168 1.781 -1.061
N -0.203 0.476 -1.337
C 1.310 -2.722 -0.776
C 1.040 -3.780 0.265
C 1.685 -5.006 0.233
C 1.374 -5.934 1.217
C 0.442 -5.597 2.184
C -0.148 -4.341 2.130
N 0.143 -3.448 1.187
C -2.138 -3.412 -2.051
C -2.892 -4.150 -2.955
C -4.272 -4.124 -2.862
C -4.867 -3.356 -1.872
C -4.046 -2.637 -1.026
N -2.712 -2.667 -1.112
H -0.340 -3.682 -3.135
H -0.345 -4.423 -1.561
H 1.335 -1.821 -3.187
H -0.380 -1.464 -3.360
H 2.184 0.381 -3.688
H 2.246 2.814 -3.170
H 0.677 3.715 -1.446
H -0.878 2.123 -0.315
H 2.082 -3.092 -1.462
H 2.840 -1.303 -0.606
H 2.408 -5.233 -0.540
H 1.852 -6.904 1.222
H 0.179 -6.290 2.970
H -0.882 -4.035 2.865
H -2.399 -4.740 -3.717
H -4.878 -4.695 -3.553
H -5.940 -3.315 -1.759
H -4.459 -2.009 -0.244
O 3.422 -0.983 1.703
S 2.002 -1.158 1.413
N 1.933 -1.517 -0.198
C 4.800 4.018 -0.503
Si 4.176 2.448 0.275
C 5.125 2.056 1.829
C 4.076 1.020 -0.944
C 2.362 2.801 0.790
Te 1.516 1.390 2.135
C -0.439 2.240 2.098
Si -0.959 2.772 3.873
C -2.621 3.590 3.717
C -1.002 1.185 4.861
C 0.350 3.943 4.513
H 5.831 3.897 -0.842
H 4.790 4.833 0.223
H 4.203 4.324 -1.364
H 6.192 1.960 1.616
H 4.804 1.123 2.294
H 5.012 2.864 2.556
H 4.830 0.263 -0.720
H 4.241 1.361 -1.967
H 3.088 0.552 -0.910
H 1.685 2.872 -0.062
H 2.306 3.730 1.366
H -1.143 1.499 1.712
H -0.389 3.079 1.403
H -3.373 2.904 3.323
H -2.569 4.458 3.057
H -2.968 3.940 4.692
H -1.712 0.474 4.432
H -1.299 1.367 5.895
H -0.017 0.712 4.890
H 0.368 4.867 3.930
H 1.347 3.496 4.478
H 0.160 4.217 5.552
C -5.254 1.774 -1.609
C -3.947 1.072 -1.817
C -3.452 0.946 -3.230
O -3.317 0.611 -0.879
H -5.270 2.722 -2.148
H -5.445 1.933 -0.552
H -6.054 1.162 -2.033
H -4.196 0.421 -3.833
H -2.506 0.410 -3.261
H -3.332 1.938 -3.668
```

HOMO energy (eV): -12.8332
LUMO (eV): -6.40
Charge: +2

---

No. 2
ORCA calculation (ωB97M-V/def2-TZVPD) on a structure of composition C29H46P2SeTi.

```
79
Properties=species:S:1:pos:R:3
Ti -1.012 0.818 0.582
C -3.030 1.185 -0.401
C -3.163 -0.006 0.405
C -2.600 1.770 1.825
C -2.698 2.287 0.480
C -2.859 0.350 1.776
C -3.272 1.318 -1.863
H -3.205 0.354 -2.379
H -2.547 1.996 -2.330
H -4.275 1.728 -2.051
C -2.536 3.700 0.048
H -2.991 3.855 -0.941
H -1.477 3.986 -0.040
H -2.997 4.387 0.771
C -2.323 2.544 3.060
H -2.853 3.505 3.050
H -1.246 2.752 3.175
H -2.621 1.972 3.950
C -2.890 -0.564 2.952
H -3.845 -0.461 3.492
H -2.084 -0.331 3.663
H -2.782 -1.614 2.651
C -3.691 -1.324 -0.037
H -4.776 -1.385 0.150
H -3.222 -2.151 0.512
H -3.537 -1.489 -1.107
C 2.713 -2.180 -2.639
C 1.625 -2.654 -3.271
C 1.277 -4.107 -3.379
C 1.572 -4.960 -2.109
C 1.373 -4.263 -0.806
C 2.354 -3.699 -0.070
C 3.726 -3.397 -0.585
C 3.827 -3.014 -2.087
H 1.803 -4.570 -4.233
H 2.571 -5.409 -2.199
H 0.207 -4.209 -3.614
H 3.992 -3.924 -2.687
H 2.935 -1.110 -2.654
H 1.056 -1.993 -3.935
H 4.746 -2.412 -2.195
H 4.161 -2.575 0.008
H 2.248 -3.570 1.014
H 4.395 -4.260 -0.408
H 0.863 -5.803 -2.132
H 0.354 -4.346 -0.420
P 0.142 0.144 -1.495
C 1.247 1.026 -2.599
C -0.941 -0.981 -2.425
P 0.265 -1.189 1.340
C 1.049 -1.036 -0.374
C -0.489 -2.823 1.559
C 1.581 -1.163 2.591
H 1.665 1.894 -2.065
H 0.680 1.400 -3.466
H 2.073 0.411 -2.970
H -0.431 -1.930 -2.652
H -1.251 -0.510 -3.366
H -1.841 -1.230 -1.844
H 2.443 -1.767 2.273
H 1.163 -1.576 3.522
H 1.898 -0.126 2.780
H 2.112 -0.767 -0.293
H 0.969 -2.003 -0.865
H -0.836 -2.904 2.598
H 0.221 -3.635 1.379
H -1.356 -2.952 0.895
Se 0.950 2.188 1.538
C 1.125 4.111 1.635
C 2.412 4.668 1.441
C 2.651 6.012 1.723
C 1.610 6.847 2.141
C 0.317 6.320 2.250
C 0.068 4.970 1.990
H 3.226 4.027 1.107
H 3.663 6.404 1.628
H 1.801 7.890 2.388
H -0.504 6.972 2.558
H -0.947 4.584 2.085
```

HOMO energy (spin up / spin down) (eV): -10.2039 / -10.2080
Spin multiplicity: 2
LUMO (spin up / spin down) (eV): -2.81 / -2.78
Charge: +1

---

No. 3
ORCA calculation (ωB97M-V/def2-TZVPD) on a structure of composition C29H47Cl2CrFN3O4Si.

```
88
Properties=species:S:1:pos:R:3
C -3.763 1.369 -3.008
C -2.784 1.210 -4.118
H -4.118 2.403 -2.937
H -3.298 1.083 -2.059
H -4.654 0.739 -3.160
C -2.885 1.877 -5.277
C -3.886 2.927 -5.616
H -2.210 1.660 -6.102
H -4.012 3.688 -4.835
H -4.881 2.529 -5.846
H -3.578 3.458 -6.527
Cr -0.493 -0.764 1.422
Cl -0.816 -2.471 0.013
C 2.140 -2.128 0.933
O 1.675 -1.123 1.528
N 3.393 -2.271 0.483
C 4.391 -1.223 0.663
C 3.695 -3.356 -0.448
H 1.501 -3.002 0.731
H 4.431 -0.903 1.709
H 4.202 -0.357 0.012
H 5.362 -1.637 0.378
H 3.123 -4.248 -0.157
H 4.767 -3.575 -0.419
H 3.421 -3.084 -1.481
H 2.693 -0.995 5.403
H 1.014 -1.826 7.550
C 2.133 -0.063 5.587
C 0.630 -0.803 7.422
N 0.781 -0.338 6.057
H 2.080 0.521 4.662
C -0.216 -0.571 5.172
O -0.036 -0.522 3.944
H -0.434 -0.792 7.682
H -1.194 -0.806 5.638
H 2.652 0.503 6.368
H 1.180 -0.148 8.103
H -2.430 3.677 3.895
H -1.323 3.405 0.734
C -1.434 4.135 3.776
C -0.697 4.020 1.399
N -0.655 3.466 2.747
H -0.917 4.068 4.742
C -0.197 2.208 2.984
O 0.125 1.406 2.096
H 0.316 4.096 0.974
H -0.135 1.966 4.068
H -1.558 5.184 3.490
H -1.120 5.027 1.501
O -1.048 0.440 -2.600
C -1.670 0.181 -3.869
C 0.009 1.223 -5.460
C -0.660 0.082 -5.009
H -0.278 2.203 -5.066
C 1.012 1.122 -6.436
H -2.173 -0.788 -3.718
C -0.340 -1.167 -5.553
H 1.521 2.024 -6.779
C 1.350 -0.133 -6.950
C 0.659 -1.270 -6.522
H -0.897 -2.034 -5.187
H 2.140 -0.228 -7.697
H 0.896 -2.252 -6.946
Si 0.582 0.679 -2.241
Cl -2.075 0.562 0.188
C 1.191 2.328 -2.920
C 1.556 -0.841 -2.799
C 0.872 0.994 -0.455
H 1.599 2.319 -3.937
H 1.977 2.714 -2.256
H 0.348 3.034 -2.875
H 0.209 1.775 -0.079
H 1.904 1.180 -0.176
H 0.561 -0.011 -0.090
H 1.605 -0.973 -3.892
H 1.126 -1.761 -2.372
H 2.592 -0.751 -2.435
F -2.264 -5.427 5.454
C -1.847 -4.448 4.581
C -0.502 -4.387 4.225
C -0.085 -3.386 3.319
C -1.018 -2.510 2.833
C -2.347 -2.597 3.136
C -2.796 -3.575 4.046
H 0.216 -5.088 4.649
H 0.963 -3.307 3.027
H -3.031 -1.898 2.647
H -3.840 -3.646 4.340
```

HOMO energy (spin up / spin down) (eV): -7.9617 / -7.9232
Spin multiplicity: 4
LUMO (spin up / spin down) (eV): 0.23 / 0.31
Charge: 0

---

No. 4
ORCA calculation (ωB97M-V/def2-TZVPD) on a structure of composition C29H47FGeIrN4O7.

```
90
Properties=species:S:1:pos:R:3
Ir -0.090 -0.603 0.033
C 2.619 -2.965 0.337
C 2.745 -1.845 1.357
C 2.975 -2.403 2.751
C 3.835 -0.866 0.951
O 1.483 -1.110 1.366
Ge 0.538 -0.274 2.808
O -0.957 -1.130 1.778
C -2.334 -1.478 1.990
C -2.954 -0.474 2.950
C -3.042 -1.481 0.633
C -2.389 -2.895 2.542
O 0.182 0.973 1.329
C 0.321 2.425 1.334
C 1.200 2.842 0.174
C 0.970 2.813 2.656
C -1.072 3.028 1.229
H 3.551 -3.526 0.273
H 1.846 -3.681 0.643
H 2.427 -2.553 -0.657
H 3.878 -3.012 2.765
H 3.114 -1.603 3.482
H 2.140 -3.032 3.066
H 4.808 -1.358 0.942
H 3.640 -0.463 -0.044
H 3.884 -0.039 1.662
H -2.901 0.539 2.545
H -3.998 -0.719 3.148
H -2.426 -0.491 3.904
H -3.711 0.274 -0.402
H -2.684 -2.324 0.042
H -4.111 -1.610 0.785
H -1.905 -2.933 3.518
H -3.421 -3.227 2.668
H -1.881 -3.590 1.873
H 2.168 2.342 0.206
H 0.718 2.612 -0.777
H 1.364 3.919 0.204
H 1.956 2.355 2.764
H 1.107 3.893 2.688
H 0.348 2.538 3.510
H -1.536 2.791 0.268
H -1.710 2.659 2.033
H -1.015 4.113 1.314
C 0.176 3.283 -7.098
C 0.441 3.966 -5.768
N -0.204 3.246 -4.638
C 0.537 2.417 -3.927
C 0.087 1.624 -2.869
C 1.237 0.791 -2.274
O 2.352 1.210 -2.445
O 0.921 -0.326 -1.708
C -1.249 1.747 -2.532
O -1.967 1.148 -1.548
C -2.074 2.659 -3.269
C -3.435 2.861 -2.960
C -4.190 3.735 -3.670
F -5.461 3.909 -3.286
C -3.689 4.487 -4.771
C -2.354 4.279 -5.079
C -1.546 3.402 -4.340
N -4.477 5.366 -5.498
C -5.939 5.432 -5.360
C -6.523 6.315 -6.463
N -5.726 6.128 -7.721
C -4.319 6.668 -7.563
C -3.915 6.573 -6.092
H 0.662 3.846 -7.894
H -0.888 3.217 -7.323
H 0.589 2.275 -7.104
H 0.097 4.999 -5.743
H 1.505 3.987 -5.545
H 1.589 2.359 -4.175
H -3.901 2.350 -2.133
H -1.926 4.783 -5.930
H -6.260 5.849 -4.403
H -6.351 4.428 -5.442
H -6.480 7.376 -6.226
H -7.559 6.050 -6.661
H -6.190 6.585 -8.509
H -5.687 5.132 -7.947
H -4.319 7.700 -7.909
H -3.677 6.076 -8.211
H -4.262 7.452 -5.541
H -2.832 6.584 -6.023
O -0.253 -2.474 -0.899
H -0.042 -2.378 -1.844
H 0.441 -3.056 -0.540
N -2.881 -0.262 -0.180
C -1.736 0.105 -0.699
```

HOMO energy (eV): -15.7342
LUMO (eV): -8.38
Charge: +3

---

No. 5
ORCA calculation (ωB97M-V/def2-TZVPD) on a cluster of 2 separate species, C29H47FNO7 in total.

```
85
Properties=species:S:1:pos:R:3
C 1.101 2.903 -1.949
C 0.903 1.821 -2.398
C 0.736 0.446 -2.812
C 1.036 -0.543 -1.710
C 2.263 -1.135 -1.626
N 2.558 -2.055 -0.686
C 3.918 -2.645 -0.771
C 3.874 -4.028 -1.411
F 2.874 -4.064 -2.357
C 1.661 -2.428 0.254
C 1.985 -3.496 1.249
C 2.182 -3.019 2.712
C 1.743 -4.127 3.663
C 1.960 -3.778 5.136
C 1.979 -5.047 6.029
C 1.014 -6.125 5.609
O 0.881 -7.074 6.666
C 0.641 -8.370 6.164
C 0.398 -1.827 0.227
O -0.554 -2.212 1.121
C -0.758 -1.370 2.294
C -2.058 -0.581 2.250
C 0.082 -0.899 -0.752
C -1.273 -0.244 -0.833
O -1.337 0.912 -0.521
O -2.333 -0.907 -1.277
C -2.170 -2.291 -1.661
C -3.477 -2.856 -2.086
C -3.765 -4.121 -1.807
H 1.229 3.896 -1.603
H -0.287 0.282 -3.153
H 1.360 0.203 -3.669
H 3.020 -0.875 -2.345
H 4.560 -1.984 -1.330
H 4.293 -2.716 0.243
H 3.733 -4.842 -0.708
H 4.817 -4.206 -1.922
H 2.845 -4.087 0.980
H 1.133 -4.173 1.244
H 3.250 -2.840 2.833
H 1.698 -2.079 2.913
H 2.350 -4.997 3.425
H 0.689 -4.318 3.481
H 1.116 -3.195 5.494
H 2.897 -3.256 5.291
H 1.701 -4.755 7.040
H 2.991 -5.433 6.103
H 1.395 -6.657 4.739
H 0.018 -5.735 5.382
H -0.141 -8.359 5.404
H 0.336 -9.026 6.971
H 1.547 -8.791 5.722
H -0.735 -1.992 3.183
H 0.076 -0.681 2.357
H -1.847 0.431 1.924
H -2.501 -0.486 3.232
H -2.772 -0.984 1.539
H -1.460 -2.355 -2.489
H -1.773 -2.896 -0.854
H -4.157 -2.230 -2.641
H -3.112 -4.738 -1.211
H -4.656 -4.594 -2.182
C -1.808 4.530 -2.751
O -2.078 5.836 -3.201
C -3.213 6.398 -2.561
C -3.228 7.902 -2.717
O -2.376 8.581 -1.805
C -0.983 8.549 -2.084
C -0.566 9.466 -3.213
O -0.815 8.857 -4.468
C -0.782 9.791 -5.524
H -2.658 3.863 -2.936
H -0.944 4.161 -3.299
H -1.570 4.530 -1.679
H -3.208 6.145 -1.494
H -4.117 5.976 -3.023
H -4.234 8.248 -2.473
H -3.018 8.192 -3.748
H -0.637 7.529 -2.260
H -0.505 8.910 -1.171
H 0.511 9.670 -3.133
H -1.115 10.412 -3.134
H -1.565 10.547 -5.401
H -0.962 9.250 -6.451
H 0.195 10.284 -5.585
```

HOMO energy (eV): -10.5060
LUMO (eV): -4.03
Charge: +1

---

Relative energy (zero: lowest compared OMol25 entry of this formula, charge and spin)
In order: 272.1, 0.0, 0.0, 0.0, 0.0
Unit: kJ/mol
Max |F|
In order: 0.85, 2.31, 2.18, 0.73, 1.34
Unit: eV Å⁻¹